# C27H45AuClF5P

A structure of composition C27H45AuClF5P in a non-equilibrium geometry (the ωB97M-V functional and the def2-TZVPD basis, the Open Molecules 2025 dataset).

Each line ends with the Löwdin charge.
Atoms and positions in Å:
Au  0.8166  -2.5664  1.2061  0.6906
P  -0.2058  0.1976  -0.8306  1.0250
Cl  -0.2887  -3.2829  -0.8271  -0.0293
C  1.2406  -0.5407  -0.1002  -0.3447
H  2.0051  0.1611  0.2464  -0.0014
H  1.6929  -1.2269  -0.8357  -0.0023
C  -1.8966  -0.5196  -0.5621  -0.4099
C  0.2364  0.0780  -2.6326  -0.3763
C  -3.0685  0.3587  -1.0228  -0.2138
H  -1.8381  -1.4251  -1.1917  0.0383
C  -4.3757  -0.4425  -1.0114  -0.1951
H  -3.1767  1.2143  -0.3386  0.0974
H  -2.9070  0.7731  -2.0273  0.0879
C  -4.6521  -1.1225  0.3381  -0.2063
H  -5.2073  0.2235  -1.2679  0.1043
H  -4.3221  -1.2121  -1.7959  0.1163
C  -3.4317  -1.8680  0.8900  -0.1939
H  -4.9564  -0.3549  1.0658  0.1084
H  -5.4961  -1.8124  0.2357  0.1019
C  -2.1753  -0.9950  0.8677  -0.2405
H  -3.6288  -2.2072  1.9128  0.1120
H  -3.2354  -2.7646  0.2830  0.1070
H  -2.3007  -0.1342  1.5421  0.1056
H  -1.3264  -1.5898  1.2387  0.0271
C  -0.2369  1.9605  -0.3168  -0.3696
C  1.4586  0.9579  -2.9452  -0.2043
H  0.5333  -0.9853  -2.6841  0.1039
C  2.0094  0.6649  -4.3445  -0.1983
H  1.1770  2.0209  -2.8893  0.1007
H  2.2494  0.8044  -2.2016  0.1054
C  0.9324  0.7485  -5.4316  -0.2087
H  2.8202  1.3656  -4.5657  0.1053
H  2.4464  -0.3449  -4.3442  0.1189
C  -0.3542  -0.0114  -5.0778  -0.1982
H  0.6856  1.8065  -5.6079  0.1089
H  1.3357  0.3618  -6.3729  0.1021
C  -0.8786  0.2833  -3.6662  -0.2033
H  -1.1329  0.2211  -5.8106  0.1041
H  -0.1566  -1.0915  -5.1489  0.1186
H  -1.2509  1.3191  -3.6235  0.1009
H  -1.7300  -0.3769  -3.4527  0.1068
C  -0.8401  2.1413  1.0829  -0.2004
H  0.8350  2.2255  -0.2651  0.1241
C  -0.6546  3.5843  1.5695  -0.1900
H  -1.9167  1.9108  1.0515  0.0976
H  -0.3870  1.4411  1.7999  0.0876
C  -1.1837  4.6178  0.5685  -0.2060
H  -1.1637  3.7004  2.5327  0.1105
H  0.4171  3.7585  1.7450  0.1138
C  -0.7171  4.3681  -0.8698  -0.1966
H  -2.2820  4.6065  0.5923  0.1107
H  -0.8733  5.6186  0.8797  0.1020
C  -0.9140  2.9135  -1.3141  -0.2022
H  -1.2524  5.0259  -1.5637  0.1062
H  0.3527  4.6102  -0.9524  0.1149
H  -1.9902  2.6874  -1.3693  0.1022
H  -0.5146  2.7812  -2.3282  0.0812
C  1.0625  -0.7013  2.8035  -0.3025
C  1.9913  0.3660  2.4357  -0.1961
H  -0.0034  -0.5456  2.5539  0.0354
C  3.4220  0.2348  2.7396  -0.2360
H  1.6430  1.2452  1.8735  0.0604
C  3.7346  -1.0403  3.5592  -0.2074
H  4.0118  0.2114  1.8102  0.0985
H  3.7729  1.1170  3.2976  0.0994
C  2.7192  -1.2541  4.6740  -0.2119
H  3.7226  -1.9114  2.8969  0.0842
H  4.7460  -0.9758  3.9806  0.1004
C  1.2725  -1.3618  4.1478  -0.2640
H  2.9701  -2.1513  5.2538  0.0975
H  2.7725  -0.4095  5.3748  0.0990
H  0.9784  -2.4166  4.0945  0.0657
H  0.6058  -0.8968  4.8907  0.0882
F  2.2185  -4.8817  0.1060  -0.0147
C  1.6414  -4.5672  1.2971  -0.5682
F  0.5948  -5.4122  1.5215  -0.0195
C  2.6973  -4.7725  2.4001  -0.5759
F  3.1048  -6.0577  2.4468  0.1147
F  3.7905  -4.0005  2.1563  0.0962
F  2.2049  -4.4548  3.6276  0.0998

Properties
Kohn-Sham gap (alpha / beta)	0.1363 / 0.2114	Eh
total charge	-1
energy relative to the best compared isomer or geometry (same formula, charge and spin)	174.7	kJ/mol
max |F|	0.0522	Eh/bohr
expectation value of S²	2.01
DFT total energy	-2492.3110	Eh
multiplicity	3